(1)
{
  "formula": "C4H7NOS",
  "method": "ωB97M-V/def2-TZVPD",
  "elements": ["C", "C", "C", "C", "H", "H", "H", "H", "H", "H", "H", "N", "O", "S"],
  "positions_angstrom": [[1.352, -0.605, -1.458], [1.216, -0.102, 0.170], [-1.221, -0.016, 0.071], [-2.296, 0.747, 0.257], [0.046, -0.257, -2.207], [1.291, -2.047, -1.261], [2.574, 0.093, -1.976], [1.663, 0.677, 2.216], [-1.385, -0.881, -0.737], [-3.110, 0.267, -0.242], [-2.574, 1.615, 1.073], [-0.003, 0.107, 0.813], [2.255, -0.354, 0.849], [0.192, 0.756, 2.433]],
  "multiplicity": 1,
  "orbital_gap_ev": 8.670,
  "de_lowest_kcal_mol": 178.3,
  "energy_ha": -684.52300
}

***

(2)
{
  "formula": "C4H11N4NaO12S2",
  "method": "ωB97M-V/def2-TZVPD",
  "elements": ["Na", "C", "C", "O", "O", "H", "H", "H", "S", "O", "O", "O", "O", "S", "O", "O", "O", "O", "C", "O", "N", "N", "H", "H", "H", "H", "C", "O", "N", "N", "H", "H", "H", "H"],
  "positions_angstrom": [[-0.336, -0.875, 0.508], [-1.231, 2.993, 3.159], [-1.785, 1.768, 2.596], [-0.995, 0.913, 2.168], [-3.018, 1.599, 2.679], [-0.956, 2.824, 4.200], [-1.902, 3.852, 3.198], [-0.326, 3.413, 2.720], [-3.158, -1.613, -1.826], [-2.606, -2.892, -2.266], [-3.662, -0.844, -2.911], [-4.215, -2.235, -0.990], [-2.116, -1.003, -1.006], [2.113, -3.013, 2.050], [1.601, -1.805, 1.374], [3.434, -2.593, 2.657], [1.221, -3.553, 3.097], [2.436, -4.002, 1.098], [0.685, -1.872, -3.042], [1.876, -2.054, -3.200], [0.194, -0.807, -2.488], [-0.179, -2.741, -3.531], [-0.811, -0.741, -2.411], [0.675, -0.009, -2.100], [0.274, -3.601, -3.804], [-1.157, -2.858, -3.308], [1.512, 2.248, 0.050], [0.884, 1.269, -0.332], [2.464, 2.290, 0.883], [1.273, 3.484, -0.423], [2.798, 1.420, 1.274], [2.806, 3.214, 1.102], [0.459, 3.487, -1.021], [1.747, 4.334, -0.152]],
  "charge": -3,
  "multiplicity": 2,
  "orbital_gap_ev": [3.311, 2.435],
  "energy_ha": -2239.64046
}

***

(3)
{
  "formula": "C7H15N2O",
  "method": "ωB97M-V/def2-TZVPD",
  "elements": ["C", "C", "C", "C", "C", "C", "C", "N", "N", "O", "H", "H", "H", "H", "H", "H", "H", "H", "H", "H", "H", "H", "H", "H", "H"],
  "positions_angstrom": [[0.088, 0.462, 0.098], [1.409, 0.463, 0.088], [-1.102, -1.023, 0.550], [-2.408, 0.972, 0.300], [2.394, 1.641, -0.182], [1.971, -0.975, 0.343], [-1.339, -2.038, -0.584], [-2.234, -0.284, 0.965], [-0.847, 1.587, 0.106], [-2.787, 0.974, -0.936], [-0.630, -1.341, 1.437], [-2.985, 1.792, 0.844], [3.250, 1.581, 0.533], [2.802, 1.588, -1.166], [1.843, 2.488, -0.124], [1.383, -1.625, 1.128], [1.656, -1.404, -0.622], [2.980, -0.892, 0.738], [-2.166, -1.663, -1.146], [-1.412, -2.952, -0.078], [-0.546, -2.008, -1.297], [-2.420, -0.384, 1.923], [-0.678, 2.417, 0.812], [-0.816, 1.912, -0.875], [-2.508, 0.108, -1.358]],
  "charge": 1,
  "multiplicity": 1,
  "orbital_gap_ev": 10.254,
  "de_lowest_kcal_mol": 103.9,
  "energy_ha": -460.10734
}

***

(4)
{
  "formula": "C4H8O3",
  "method": "ωB97M-V/def2-TZVPD",
  "elements": ["C", "C", "O", "C", "C", "O", "O", "H", "H", "H", "H", "H", "H", "H", "H"],
  "positions_angstrom": [[1.967, 0.149, 0.417], [0.388, 0.255, 0.368], [0.021, 1.649, 0.195], [-0.162, -0.612, -0.761], [-1.629, -0.419, -0.711], [-2.206, -0.114, -1.728], [-2.163, -0.370, 0.519], [2.378, 0.794, -0.313], [2.295, -0.880, 0.092], [2.374, 0.404, 1.390], [-0.064, -0.071, 1.457], [-0.521, 1.753, 1.016], [0.268, -0.256, -1.698], [0.193, -1.712, -0.673], [-3.137, -0.571, 0.431]],
  "multiplicity": 1,
  "orbital_gap_ev": 10.704,
  "de_lowest_kcal_mol": 30.5,
  "smiles": "C[C@@H](O)CC(=O)O",
  "energy_ha": -382.91616
}

***

(5)
{
  "formula": "C3H5N3",
  "method": "ωB97M-V/def2-TZVPD",
  "elements": ["C", "C", "C", "N", "N", "N", "H", "H", "H", "H", "H"],
  "positions_angstrom": [[0.124, -0.126, -0.559], [-2.492, 0.677, -0.186], [2.459, 0.262, 0.276], [-1.154, 0.288, 0.177], [-2.482, -0.466, 0.328], [1.302, 0.050, -0.085], [0.024, -0.510, -1.531], [-3.115, 1.540, -0.411], [2.850, 1.161, 0.212], [3.063, -0.431, 0.850], [-3.075, -1.300, 0.814]],
  "charge": 2,
  "multiplicity": 3,
  "orbital_gap_ev": [6.427, 9.380],
  "de_lowest_kcal_mol": 80.8,
  "energy_ha": -280.51651
}

***

(6)
{
  "formula": "C19H20F4N2O3Pd",
  "method": "ωB97M-V/def2-TZVPD",
  "elements": ["Pd", "C", "N", "C", "C", "C", "N", "C", "C", "F", "C", "F", "C", "C", "F", "C", "F", "H", "H", "H", "H", "H", "H", "H", "H", "H", "H", "H", "C", "O", "C", "C", "C", "C", "C", "C", "O", "C", "O", "C", "H", "H", "H", "H", "H", "H", "H", "H", "H"],
  "positions_angstrom": [[-0.454, 0.263, -0.677], [2.661, -0.910, -1.138], [1.288, -1.176, -1.537], [0.815, -2.428, -0.945], [1.171, -1.126, -2.996], [-0.273, -1.153, -3.500], [-1.103, -0.274, -2.722], [-2.324, 0.063, -3.150], [-3.052, 1.057, -2.430], [-2.414, 1.602, -1.351], [-4.310, 1.487, -2.797], [-4.922, 2.422, -2.094], [-4.938, 0.940, -3.917], [-4.273, -0.034, -4.650], [-4.854, -0.560, -5.711], [-3.005, -0.474, -4.290], [-2.428, -1.429, -5.017], [3.334, -1.698, -1.496], [2.724, -0.868, -0.053], [2.997, 0.045, -1.538], [1.374, -3.286, -1.340], [-0.250, -2.589, -1.137], [0.971, -2.394, 0.135], [1.725, -1.963, -3.446], [1.637, -0.194, -3.330], [-0.680, -2.176, -3.480], [-0.260, -0.852, -4.556], [-5.922, 1.270, -4.210], [4.576, -0.938, 4.453], [3.546, -0.108, 4.953], [2.528, 0.287, 4.217], [1.554, 1.060, 4.914], [0.415, 1.505, 4.281], [0.151, 1.212, 2.940], [-1.091, 1.567, 2.267], [-2.078, 2.489, 2.913], [-1.379, 1.119, 1.148], [1.156, 0.464, 2.190], [1.062, 0.201, 0.951], [2.317, 0.020, 2.875], [5.256, -1.083, 5.294], [5.114, -0.470, 3.625], [4.182, -1.906, 4.129], [1.737, 1.272, 5.956], [-0.287, 2.071, 4.868], [-1.861, 2.730, 3.946], [-3.076, 2.058, 2.834], [-2.097, 3.412, 2.329], [3.039, -0.529, 2.290]],
  "charge": 2,
  "multiplicity": 5,
  "orbital_gap_ev": [8.863, 6.084],
  "de_lowest_kcal_mol": 13.5,
  "energy_ha": -1597.86609
}

***

The highest multiplicity belongs to which entry?
C19H20F4N2O3Pd